Density functional theory data (ωB97M-V with the def2-TZVPD basis set) for the molecule C4H10N4 at a distorted geometry.

## Properties
Structure (SMILES): C=C(N)CN=C(N)N
Relative energy (zero: lowest compared OMol25 entry of this formula, charge and spin): 18.3 kcal per mole
Kohn-Sham gap: 9.22 eV
Highest occupied orbital energy: -8.217 eV
E_LUMO: 0.037 Ha

Each line ends with the Mulliken charge.
Geometry (Å):
C 1.5577 0.0485 -1.3175  -1.07
C 0.6782 -0.8307 -0.8384  0.39
N 0.9910 -2.1715 -0.6172  -0.48
C -0.8957 -0.4682 -0.8632  -0.56
N -1.2112 0.7975 -0.3056  -0.62
C -0.8979 1.0310 0.9205  0.54
N -1.1313 2.2969 1.4223  -0.49
N -0.1386 0.1963 1.7017  -0.51
H 2.5879 -0.2183 -1.5052  0.31
H 1.2813 1.0785 -1.4521  0.29
H 1.8239 -2.4971 -1.0826  0.23
H 0.2254 -2.8271 -0.6747  0.21
H -1.3758 -1.2897 -0.3130  0.41
H -1.2269 -0.4762 -1.9051  0.30
H -1.7901 2.8195 0.8659  0.26
H -1.2823 2.3480 2.4166  0.23
H 0.4383 -0.4740 1.0914  0.30
H 0.3661 0.6364 2.4563  0.26


Density functional theory data (ωB97M-V with the def2-TZVPD basis set) for a 2-piece molecular cluster, C4H10N4 overall at a distorted geometry.

## Properties
Structure (SMILES): C=C(N)N=C=N.CN
Relative energy (zero: lowest compared OMol25 entry of this formula, charge and spin): 54.5 kcal per mole
Kohn-Sham gap: 8.43 eV
Highest occupied orbital energy: -7.599 eV
E_LUMO: 0.030 Ha

Each line ends with the Mulliken charge.
Geometry (Å):
C 2.5558 -1.2993 0.0064  -1.16
C 1.9859 -0.0883 -0.0417  0.64
N 2.6143 1.0484 -0.5506  -0.49
N 0.6704 0.1586 0.3189  -0.48
C -0.2513 -0.6359 0.6077  0.80
N -0.7667 -1.6762 0.9996  -0.65
H 2.0041 -2.1553 0.3488  0.28
H 3.5827 -1.4402 -0.2859  0.25
H 2.2766 1.9107 -0.1494  0.24
H 3.6215 0.9901 -0.5679  0.24
H -1.7338 -1.8992 0.8427  0.25
C -2.7264 0.4993 -0.6240  -0.81
N -1.7758 0.8405 0.4231  -0.49
H -3.3377 -0.3457 -0.3023  0.29
H -2.1704 0.2044 -1.5128  0.30
H -3.3940 1.3280 -0.8854  0.31
H -0.9148 1.4115 0.1015  0.30
H -2.2401 1.1488 1.2713  0.17


Density functional theory data (ωB97M-V with the def2-TZVPD basis set) for a 2-piece molecular cluster, C4H10N4 overall at a distorted geometry.

## Properties
Relative energy (zero: lowest compared OMol25 entry of this formula, charge and spin): 162.9 kcal per mole
Kohn-Sham gap: 9.00 eV
Highest occupied orbital energy: -8.990 eV
E_LUMO: 0.000 Ha

Each line ends with the Mulliken charge.
Geometry (Å):
C -1.6541 -0.1334 0.1790  0.19
C -0.4259 -0.4082 1.0849  -0.49
C -0.8682 -0.8544 -0.9041  -0.70
C 1.9804 0.3568 0.0088  -0.13
H -1.2245 1.7939 -0.1959  0.32
H -2.5262 1.7994 0.6257  0.25
H -2.6217 -0.8000 0.1565  0.28
H 0.4885 0.3229 1.5137  0.31
H -0.6923 -1.0164 2.0391  0.19
H -1.4021 -1.6395 -1.5184  0.26
H -0.3260 -0.1600 -1.4541  0.39
H 2.0661 -1.5744 0.8103  0.31
H 3.1074 0.1579 -0.0143  0.31
H 2.4429 2.1495 -0.1835  0.25
N -2.0955 1.2981 -0.1945  -0.75
N 0.1232 -1.2872 0.0766  0.05
N 1.4155 -0.8797 -0.3206  -0.56
N 1.4847 1.6119 -0.1316  -0.50


Density functional theory data (ωB97M-V with the def2-TZVPD basis set) for C4H10N4 as an isolated structure at a distorted geometry.

## Properties
Relative energy (zero: lowest compared OMol25 entry of this formula, charge and spin): 146.3 kcal per mole
Kohn-Sham gap (spin up / spin down): 6.73 / 6.73 eV
Highest occupied orbital energy (spin up / spin down): -6.431 / -6.432 eV
E_LUMO (spin up / spin down): 0.011 / 0.011 Ha

Each line ends with the Mulliken charge.
Geometry (Å):
C -1.2882 -1.9389 -0.2620  -0.81
N -0.0926 -1.1398 -0.4854  -0.29
C -0.0458 0.3274 0.0559  0.96
C 1.1503 -0.3136 0.6201  0.01
N -0.1145 2.5407 -0.6801  -0.58
N -1.1184 0.6576 0.9437  -0.59
C 2.4476 -0.4733 0.7033  -0.88
N 0.2439 1.2015 -0.9910  -0.61
H 0.2640 -1.1524 -1.4412  0.37
H -1.0566 2.7455 -1.0117  0.17
H 0.5204 3.1547 -1.1762  0.23
H -0.9895 0.2416 1.8581  0.27
H -1.1391 1.6727 1.0182  0.34
H -2.1900 -1.4389 -0.6203  0.30
H -1.1747 -2.8954 -0.7744  0.33
H -1.4108 -2.1268 0.8036  0.26
H 3.0962 0.3942 0.7600  0.26
H 2.8977 -1.4569 0.6793  0.27


Density functional theory data (ωB97M-V with the def2-TZVPD basis set) for the molecule C4H10N4O.

## Properties
Structure (SMILES): CN(N)C(=O)/C(N)=C\N
Relative energy (zero: lowest compared OMol25 entry of this formula, charge and spin): 31.3 kcal per mole
Kohn-Sham gap: 8.40 eV
Highest occupied orbital energy: -7.504 eV
E_LUMO: 0.033 Ha

Each line ends with the Mulliken charge.
Geometry (Å):
C -0.1840 0.6948 1.6946  -0.90
N 0.4544 1.0728 0.4552  0.39
N 1.1234 2.3190 0.5358  -0.90
C 0.8482 0.2176 -0.5246  0.70
O 1.6980 0.5576 -1.3425  -0.71
C 0.1941 -1.1136 -0.6021  0.21
N 1.1133 -2.1665 -0.7430  -0.57
C -1.1347 -1.3025 -0.6196  -0.57
N -2.1114 -0.3321 -0.3874  -0.47
H -0.4034 -0.3682 1.6836  0.38
H -1.1105 1.2552 1.8299  0.28
H 0.4902 0.9277 2.5204  0.31
H 2.0033 2.2168 0.0256  0.29
H 0.5773 3.0279 0.0454  0.24
H 1.9744 -1.8429 -1.1659  0.26
H 0.7417 -2.9725 -1.2269  0.23
H -1.5251 -2.3010 -0.7641  0.38
H -2.9701 -0.5023 -0.8907  0.26
H -1.7790 0.6123 -0.5237  0.18


Density functional theory data (ωB97M-V with the def2-TZVPD basis set) for C4H10N4O as an isolated structure at a distorted geometry.

## Properties
Relative energy (zero: lowest compared OMol25 entry of this formula, charge and spin): 295.5 kcal per mole
Kohn-Sham gap: 9.13 eV
Highest occupied orbital energy: -8.717 eV
E_LUMO: 0.015 Ha

Each line ends with the Mulliken charge.
Geometry (Å):
C 1.4506 1.8210 1.5542  -0.67
C -0.2057 0.3547 0.6914  0.42
C 0.0415 -0.9000 -2.7195  -0.45
C 0.8455 -1.8287 -1.7987  -0.52
H 1.8519 2.9930 1.5449  0.29
H 0.5807 1.8557 2.6406  0.21
H 2.6021 0.8330 1.6910  0.22
H 1.1100 1.3002 -0.7715  0.38
H -0.9555 1.2564 2.3220  0.31
H -1.1643 -1.5561 0.8670  0.44
H 0.8549 -0.3128 -3.2639  0.21
H -1.0332 -0.8412 -2.8279  0.40
H 0.2009 -2.7376 -1.4091  0.22
H 1.9968 -1.9978 -1.7461  0.23
N 0.6597 1.5306 0.2362  -0.33
N -0.7818 0.2672 1.8636  -0.16
N -0.5781 -0.5164 -0.3104  -0.57
N 0.3775 -0.4762 -1.3728  -0.04
O -2.0721 -0.3890 1.4590  -0.58


Density functional theory data (ωB97M-V with the def2-TZVPD basis set) for an isolated ion of composition C4H10NO and charge -1 at a distorted geometry.

## Properties
Structure (SMILES): CNCCC[O-]
Relative energy (zero: lowest compared OMol25 entry of this formula, charge and spin): 42.2 kcal per mole
Kohn-Sham gap: 5.85 eV
Total charge: -1
Highest occupied orbital energy: -2.040 eV
E_LUMO: 0.140 Ha

Each line ends with the Mulliken charge.
Geometry (Å):
C -1.8836 -0.8054 -1.8588  -0.87
N -1.4794 0.2506 -0.8436  -0.43
C -0.8769 -0.4956 0.2858  -0.55
C 0.2995 -0.0182 1.1475  -0.61
C 1.7714 0.1814 0.5411  -0.40
O 2.3772 1.2274 1.0276  -0.87
H -2.2968 -1.6843 -1.3060  0.31
H -0.9915 -1.3884 -2.2496  0.28
H -2.4438 -0.2387 -2.6001  0.32
H -0.7155 0.8460 -1.2275  0.33
H -0.6076 -1.5511 0.0260  0.25
H -1.6675 -0.5965 0.9662  0.30
H 0.0906 1.0006 1.4493  0.36
H 0.3557 -0.7485 1.9880  0.28
H 2.1583 -0.8549 0.4877  0.16
H 1.5939 0.4693 -0.5430  0.12


Density functional theory data (ωB97M-V with the def2-TZVPD basis set) for an isolated ion of composition C4H10NO and charge -1 at a distorted geometry.

## Properties
Structure (SMILES): CN[C@H](C)C[O-]
Relative energy (zero: lowest compared OMol25 entry of this formula, charge and spin): 33.0 kcal per mole
Kohn-Sham gap: 6.14 eV
Total charge: -1
Highest occupied orbital energy: -2.132 eV
E_LUMO: 0.147 Ha

Each line ends with the Mulliken charge.
Geometry (Å):
C -0.6146 1.1481 -1.7727  -0.90
N 0.2964 0.9098 -0.6180  -0.34
C -0.0884 -0.1985 0.1980  0.44
C -0.2196 0.1771 1.7028  -1.57
C 0.7599 -1.5325 0.3034  -0.48
O 0.0552 -2.6102 0.5814  -0.85
H -1.4248 1.7466 -1.3673  0.26
H -0.0331 1.4913 -2.6296  0.34
H -0.9968 0.1834 -2.1299  0.29
H 1.2239 1.0632 -0.9766  0.24
H -1.1250 -0.4994 0.0273  0.16
H -0.6962 -0.6199 2.2462  0.35
H -0.9206 1.0206 1.8483  0.38
H 0.7513 0.5138 2.0541  0.36
H 1.5300 -1.3103 1.1073  0.10
H 1.5022 -1.4833 -0.5747  0.22